1.
{
  "formula": "C5H10NO4",
  "method": "wB97M-V/def2-TZVPD",
  "orbital_gap_ev": 6.4,
  "total_charge": -1,
  "de_lowest_ev": 1.0306,
  "total_energy_ha": -552.194715,
  "homo_ev": -3.78,
  "spin_multiplicity": 1,
  "symbols": ["C", "O", "C", "O", "C", "N", "H", "H", "H", "H", "H", "H", "H", "C", "C", "O", "O", "H", "H", "H"],
  "coordinates": [[4.2723, -0.3925, 0.5816], [3.3512, 0.6523, 1.0655], [2.0504, 0.0295, 1.4803], [1.8215, -0.1298, 2.7888], [1.0364, -0.3793, 0.2557], [-0.4154, -0.5340, 0.6497], [4.4747, -1.2528, 1.3725], [3.9667, -0.8813, -0.4403], [5.3198, 0.1402, 0.4133], [1.0904, 0.4898, -0.5346], [1.4804, -1.3600, -0.2454], [-0.6840, -1.5214, 0.3804], [-0.5764, -0.4328, 1.6754], [-3.8538, 1.4324, -1.2811], [-3.9192, -0.0765, -1.4419], [-2.8022, -0.6631, -1.4858], [-5.0874, -0.5515, -1.5114], [-2.8185, 1.7825, -1.2270], [-4.3389, 1.9180, -2.1331], [-4.3679, 1.7304, -0.3625]],
  "forces_ev_per_a": [[1.6, -0.4, -0.2], [-1.9, -2.9, 0.3], [-0.3, -0.6, 5.4], [1.3, 1.1, -8.5], [0.5, 0.7, 0.2], [1.5, -1.7, 0.2], [-0.7, 1.8, -1.5], [0.3, 1.0, 2.0], [-2.4, -1.0, 0.3], [0.2, -1.7, 1.5], [-0.8, 2.1, 1.1], [0.0, 1.8, 0.4], [0.6, -0.2, -1.1], [0.3, 0.8, 0.1], [0.0, -0.7, -0.1], [-0.7, -0.1, -0.1], [0.7, 0.0, 0.0], [-0.1, -0.1, 0.0], [-0.1, 0.0, 0.1], [-0.1, 0.0, -0.1]],
  "lowdin_charge": [-0.13, -0.17, -0.24, -0.02, -0.18, -0.01, 0.11, 0.10, 0.11, 0.13, 0.13, 0.09, 0.07, -0.08, -0.81, -0.13, -0.13, 0.05, 0.05, 0.05]
}


2.
{
  "formula": "C8H12S",
  "method": "wB97M-V/def2-TZVPD",
  "smiles": "SC1=C2C[C@H]2C1.C=CC",
  "orbital_gap_ev": [7.6, 7.6],
  "total_charge": 0,
  "de_lowest_ev": 6.8829,
  "total_energy_ha": -709.951541,
  "homo_ev": [-7.29, -7.29],
  "spin_multiplicity": 1,
  "symbols": ["S", "C", "C", "C", "C", "C", "H", "H", "H", "H", "H", "H", "C", "C", "C", "H", "H", "H", "H", "H", "H"],
  "coordinates": [[-1.0776, 1.6796, -0.5237], [-0.4954, 0.1868, -1.0634], [0.7923, -0.1647, -1.4561], [1.2222, -1.6787, -1.5612], [0.1258, -1.2282, -2.4402], [-1.2237, -0.9763, -1.7596], [-2.4515, 1.3080, -0.4571], [0.8859, -2.2051, -0.6277], [2.1860, -1.9869, -1.8918], [0.1314, -1.5210, -3.4805], [-1.4903, -1.5719, -0.9495], [-2.0944, -0.8668, -2.4475], [0.0668, -0.2685, 1.7537], [-0.2765, 0.9336, 2.2538], [0.9157, 1.9434, 2.2297], [1.0646, -0.4168, 1.5395], [-0.6718, -1.1238, 1.6077], [-1.1349, 1.3264, 2.6413], [1.3815, 2.1434, 3.2314], [0.4125, 2.8873, 1.9067], [1.7315, 1.6001, 1.4947]],
  "forces_ev_per_a": [[-2.0, 0.4, 0.1], [-0.3, -1.2, -2.8], [1.6, 0.4, -0.5], [-2.6, 0.5, 2.0], [-0.3, -2.1, 1.3], [0.0, 1.9, -0.9], [1.7, 0.4, -0.1], [0.5, 0.3, -0.9], [0.5, 0.3, -0.5], [0.4, 1.2, -0.4], [-0.5, -2.0, 1.2], [0.6, 0.4, 0.6], [-4.2, -0.2, 1.5], [5.4, -1.5, -1.1], [-0.5, 0.1, -0.1], [1.8, -0.5, -0.8], [1.1, 1.2, 0.3], [-2.5, 0.4, 0.7], [-0.5, -0.3, -0.8], [1.0, -0.3, 0.0], [-1.3, 0.7, 1.1]],
  "lowdin_charge": [0.86, -0.69, -0.11, -0.07, -0.25, -0.14, -0.04, 0.11, 0.08, 0.13, 0.08, 0.12, -0.07, -0.26, -0.14, 0.03, 0.09, 0.05, 0.07, 0.05, 0.09]
}